[1]
Entry from the Open Molecules 2025 dataset: an isolated ion of composition C5H11N3 and charge +2 at a distorted geometry (the ωB97M-V functional and the def2-TZVPD basis).

max |F|: 5.588 eV Å⁻¹
energy above the lowest of the compared OMol25 structures with the same formula, charge and spin: 260.6 kcal per mole
net charge: +2

```
19
Properties=species:S:1:pos:R:3:forces:R:3
N -1.233 1.174 0.074 -0.1 1.2 0.9
N -1.964 -0.878 -0.718 3.1 -0.3 1.2
N 0.117 0.513 0.293 0.4 -1.7 0.5
C -2.067 0.398 -0.474 -1.5 -1.2 -0.9
C 0.906 -1.970 -0.289 1.6 -0.2 0.3
C 0.583 0.908 1.684 -4.7 -1.8 2.4
C 0.254 -0.786 -0.013 -4.1 0.2 -2.5
C 0.896 1.181 -0.805 -1.7 2.2 -2.7
H -0.082 1.700 1.928 0.0 1.3 -0.1
H 0.423 -2.666 -0.941 -0.8 -0.4 -0.2
H 1.557 1.086 1.820 3.8 0.7 -0.4
H 1.993 -2.014 -0.519 -0.1 0.8 0.1
H 1.909 0.936 -0.899 1.5 -0.9 0.3
H -2.513 -1.501 -1.321 0.4 0.2 0.1
H 0.965 -2.344 0.739 -0.2 -0.8 0.9
H 0.801 2.231 -0.490 0.1 -0.2 -0.4
H 0.300 1.054 -1.792 1.2 0.1 1.7
H 0.224 0.188 2.501 0.6 0.2 -1.6
H -3.068 0.791 -0.778 0.6 0.4 0.4
```
Positions in Å, forces in eV/Å.

***

[2]
Entry from the Open Molecules 2025 dataset: a single C4H7N3 molecule at a distorted geometry (the ωB97M-V functional and the def2-TZVPD basis).

max |F|: 4.078 eV Å⁻¹
energy above the lowest of the compared OMol25 structures with the same formula, charge and spin: 97.6 kcal per mole

```
14
Properties=species:S:1:pos:R:3:forces:R:3
N 0.701 0.188 1.257 0.5 0.4 -0.3
N 2.438 -0.461 0.222 0.1 -0.4 0.2
N 1.965 -0.089 1.395 0.3 -0.1 0.1
C 1.480 -0.488 -0.744 0.5 0.7 0.0
C -2.123 0.739 0.291 0.3 -0.4 0.1
C -1.002 0.122 -0.543 0.1 -2.0 0.5
C 0.369 -0.003 -0.065 0.9 1.3 -0.1
H 3.363 -0.845 0.181 0.2 0.1 0.0
H 1.618 -0.839 -1.758 0.1 0.2 0.3
H -1.759 1.196 1.218 0.1 -0.2 -0.2
H -1.175 0.100 -1.622 0.4 -0.2 0.4
H -0.343 -1.100 -0.130 -3.9 0.8 -1.0
H -2.846 -0.037 0.552 -0.1 0.2 0.1
H -2.686 1.515 -0.255 0.4 -0.3 -0.1
```
Positions in Å, forces in eV/Å.

***

[3]
Entry from the Open Molecules 2025 dataset: C46H42N5OPtSSi as an isolated structure at a distorted geometry (the ωB97M-V functional and the def2-TZVPD basis).

max |F|: 3.311 eV Å⁻¹
net charge: +1
DFT total energy: -2933.858153 Eh

```
97
Properties=species:S:1:pos:R:3:forces:R:3
Pt 0.451 0.188 0.440 0.8 -2.8 1.2
S -2.082 -0.960 0.478 1.0 1.4 0.0
Si -0.432 1.887 -0.986 -2.3 2.4 -0.2
O 0.664 -1.912 -0.495 0.6 0.3 0.2
N 2.776 0.016 -0.609 -0.9 -0.1 -0.1
N -3.215 -3.327 0.524 0.1 0.2 0.1
N -0.999 -3.419 0.095 0.3 -0.9 0.2
N 0.713 -2.252 7.512 0.0 -0.1 0.4
N 2.288 1.568 1.558 -0.8 -0.4 -0.4
C -1.199 5.802 1.508 0.0 0.1 0.0
C 2.992 -6.304 -0.352 0.0 0.0 0.0
C 3.573 1.142 -0.409 0.8 0.6 -0.1
C -0.921 4.677 -0.592 0.0 0.0 -0.1
C -4.425 -2.619 0.885 -0.5 0.4 0.0
C 0.240 -3.050 -0.195 -0.4 -0.5 -0.1
C 2.041 2.283 2.632 -0.1 -0.2 0.0
C 1.623 -1.195 2.931 0.4 0.2 -1.1
C 4.112 3.068 1.015 -0.2 -0.4 -0.1
C -0.778 3.444 1.455 -0.1 -0.1 0.0
C -3.278 -4.756 0.263 0.2 -0.5 -0.3
C -0.138 2.473 -3.817 -0.3 -0.2 -0.2
C -3.364 -0.020 -3.255 0.2 -0.1 0.0
C 1.629 -6.549 -0.369 0.0 -0.1 0.0
C 5.136 3.413 0.110 0.0 0.0 -0.2
C 2.769 3.428 2.972 0.4 0.1 -0.1
C 2.420 3.493 -3.577 0.2 0.1 0.1
C -3.315 1.855 -1.214 0.2 0.1 0.1
C -2.058 -2.689 0.357 0.6 0.8 -0.1
C 0.533 2.930 -4.938 -0.1 0.1 0.0
C 2.569 -3.949 -0.226 -0.2 0.0 0.0
C -1.004 4.604 2.173 0.0 0.0 0.2
C 0.489 -0.556 2.449 -1.3 0.8 0.1
C -4.511 1.524 -1.825 -0.2 0.0 0.0
C 1.679 -1.655 4.235 -0.3 0.0 0.0
C 0.583 -1.484 5.075 0.0 0.3 -0.9
C 1.821 3.426 -4.823 0.0 0.0 -0.1
C 1.197 -4.190 -0.239 0.1 -0.1 0.0
C -0.568 -0.864 4.596 0.3 -0.1 0.0
C -0.605 -0.396 3.294 -0.3 0.4 -0.4
C -2.129 1.271 -1.637 1.1 0.1 0.4
C -5.221 -2.142 -0.328 0.1 -0.1 0.2
C 0.466 2.503 -2.564 0.2 -0.8 1.0
C 0.652 -1.920 6.417 0.0 -0.2 0.6
C -2.171 0.299 -2.634 -0.1 0.0 0.0
C 4.554 1.546 -1.294 -0.5 -0.4 0.4
C -4.536 0.602 -2.858 -0.1 0.1 0.1
C 3.461 -5.002 -0.277 0.1 0.0 0.0
C -0.724 3.467 0.066 0.4 -1.0 -0.3
C 5.337 2.674 -1.027 0.1 0.5 0.3
C 3.809 3.821 2.169 -0.3 -0.2 0.1
C -1.165 5.835 0.124 -0.1 0.1 -0.1
C 0.731 -5.501 -0.312 0.1 0.2 0.0
C -3.205 -5.082 -1.227 0.0 0.0 0.2
C 3.313 1.925 0.752 0.4 0.3 -0.3
C 1.743 3.042 -2.458 0.2 0.0 0.1
H 2.345 3.774 -5.700 0.1 0.0 -0.1
H 6.112 2.959 -1.724 0.0 0.0 0.0
H 2.924 -2.930 -0.163 0.0 0.0 0.0
H -0.658 2.500 1.973 0.0 0.0 0.1
H -1.511 0.090 2.951 0.1 -0.1 0.0
H -5.036 -3.277 1.508 0.1 0.0 0.0
H -0.331 -5.676 -0.326 -0.1 0.0 0.0
H 2.492 -1.338 2.300 0.0 0.0 0.0
H -3.307 -6.154 -1.375 0.0 -0.1 0.0
H 2.921 -0.463 -1.491 -0.1 0.0 0.1
H 2.792 -0.636 0.173 0.1 0.0 -0.4
H -4.582 -1.565 -0.993 0.0 0.1 -0.1
H -1.386 6.710 2.059 0.0 0.1 0.1
H 2.569 -2.139 4.604 0.1 0.0 0.0
H -3.300 2.572 -0.407 0.0 0.2 0.1
H -4.006 -4.588 -1.770 -0.1 0.0 -0.1
H 1.263 -7.561 -0.422 0.0 -0.1 0.0
H 2.206 3.120 -1.488 0.1 0.1 0.1
H -2.252 -4.760 -1.642 0.0 0.0 0.0
H -3.373 -0.754 -4.047 0.0 -0.1 -0.1
H -5.640 -2.979 -0.881 -0.1 -0.1 -0.1
H -4.141 -1.748 1.484 -0.1 -0.3 0.0
H -0.895 4.705 -1.672 0.0 0.1 -0.1
H -1.263 -0.214 -2.919 0.1 -0.1 -0.1
H -1.425 -0.751 5.242 -0.1 0.1 0.0
H -1.036 4.576 3.252 0.0 0.0 0.1
H 4.394 4.698 2.400 0.0 0.1 0.0
H 5.738 4.281 0.325 0.1 0.1 0.0
H -5.468 0.362 -3.347 -0.1 0.0 0.0
H -6.035 -1.503 0.003 -0.1 0.1 0.0
H 1.236 1.937 3.269 -0.1 0.1 0.0
H 2.499 3.985 3.855 0.0 0.0 0.1
H 0.042 2.904 -5.900 0.0 0.0 -0.1
H -1.147 2.106 -3.921 0.0 -0.1 -0.1
H 3.687 -7.126 -0.398 0.1 -0.1 0.0
H -5.423 1.993 -1.492 -0.1 0.0 0.0
H 3.412 3.905 -3.470 0.1 0.1 0.0
H -4.210 -5.137 0.681 0.0 0.1 0.1
H 4.728 0.984 -2.201 0.0 -0.1 0.0
H 4.523 -4.810 -0.255 0.1 0.0 0.0
H -2.442 -5.228 0.784 -0.1 0.0 0.0
H -1.335 6.761 -0.406 0.0 0.1 0.0
```
Positions in Å, forces in eV/Å.

***

[4]
Entry from the Open Molecules 2025 dataset: C5H17N3O as an isolated structure at a distorted geometry (the ωB97M-V functional and the def2-TZVPD basis).

max |F|: 3.944 eV Å⁻¹
energy above the lowest of the compared OMol25 structures with the same formula, charge and spin: 105.8 kcal per mole

```
26
Properties=species:S:1:pos:R:3:forces:R:3
O 1.502 -0.465 1.476 -1.9 -1.2 -0.1
N -0.712 0.789 -0.138 2.8 -0.2 -0.7
N 2.370 -0.581 -1.285 -0.2 0.0 -0.5
N -0.923 -0.425 0.617 0.1 0.0 -0.2
C -1.649 1.045 -1.213 -0.1 -0.2 -0.1
C -1.959 -0.226 1.644 0.2 0.1 -0.1
C -1.188 -1.636 -0.187 0.1 0.3 0.1
C 2.096 0.651 1.110 -0.8 1.2 -2.9
C 2.129 0.779 -0.815 2.4 -0.6 1.9
H 1.511 -1.046 -1.547 0.0 0.1 0.0
H -2.180 -1.614 -0.645 0.0 0.0 0.0
H 3.177 0.656 1.292 -0.1 0.1 0.0
H -2.951 -0.116 1.199 0.0 0.0 0.0
H -0.427 -1.702 -0.963 -0.1 -0.1 0.0
H 3.070 1.335 -0.874 0.1 -0.1 0.0
H 0.288 -0.519 1.134 1.4 0.3 0.5
H -2.676 1.105 -0.843 0.1 0.0 0.0
H -1.712 0.677 2.196 0.0 0.0 0.0
H -1.624 0.316 -2.036 0.0 0.0 0.0
H 1.568 1.343 -1.570 -0.7 -0.1 0.4
H -1.962 -1.084 2.316 0.0 0.0 0.0
H -1.119 -2.505 0.466 0.0 0.0 0.0
H 0.393 0.790 -0.515 -3.7 -0.1 1.5
H 2.783 -1.180 -0.575 -0.1 0.4 0.1
H -1.397 2.025 -1.619 0.0 0.0 0.0
H 1.592 1.587 1.377 0.2 0.0 0.2
```
Positions in Å, forces in eV/Å.

***

Which of these has the highest max |F|? C5H11N3

***

Look up the max |F| of the first one. 5.588 eV Å⁻¹

***

The lowest max |F| belongs to which entry? C46H42N5OPtSSi

***

Which of these has the highest max |F|? C5H11N3